47
Properties=species:S:1:pos:R:3:forces:R:3 method="wB97M-V/def2-TZVPD" energy_ev=-89097.757 e_lumo_ev=-0.9507 relative_energy_kcal_mol=0.00
C -5.31242 0.26558 0.35900 -0.1 0.0 0.0
C -5.33577 1.56213 -0.44508 -0.1 0.0 0.0
H -5.50587 -0.59544 -0.28492 0.1 0.0 0.1
H -6.08340 0.27603 1.13347 0.1 0.0 0.0
H -4.34652 0.11477 0.84534 -0.1 0.0 0.0
H -4.47132 1.63583 -1.10764 0.0 0.0 0.0
H -6.23615 1.62343 -1.06205 0.0 0.0 0.0
H -5.32989 2.43469 0.21233 0.1 0.0 -0.1
C 0.91592 -2.68650 0.17135 0.4 0.0 -0.5
C 1.71270 -3.80843 -0.08444 0.1 0.5 -0.1
C 2.82106 -3.67384 -0.93071 -0.4 0.2 0.1
C 3.08698 -2.43341 -1.51352 -0.4 0.6 0.1
H 0.06743 -2.71322 0.85928 0.2 0.1 -0.2
H 1.44285 -4.74275 0.39751 0.2 0.1 -0.1
H 3.46489 -4.52780 -1.13427 -0.2 0.2 0.0
H 3.90970 -2.27229 -2.21118 -0.1 -0.3 0.4
N 1.16653 -1.50123 -0.40365 0.6 -0.6 -0.2
C 2.24584 -1.34510 -1.21118 -0.5 -1.2 0.6
C 2.43351 0.02824 -1.71753 0.0 1.4 -0.4
N 1.53096 0.93994 -1.27074 1.0 0.1 -0.9
C 1.55135 2.19650 -1.74833 0.7 -0.6 -0.1
C 3.54153 1.72860 -3.02892 -0.3 -0.1 0.2
C 2.56118 2.63682 -2.61466 -0.2 -0.3 0.2
H 0.74822 2.85733 -1.41764 0.3 -0.2 0.0
H 2.55463 3.67734 -2.92986 0.1 -0.3 0.0
C 3.45894 0.40079 -2.60486 -0.6 -0.2 0.3
H 4.14375 -0.37312 -2.94540 0.0 0.4 0.0
H 4.35134 2.04688 -3.68421 -0.2 -0.1 0.1
Zn 0.20215 0.26375 0.22397 -0.2 0.0 0.4
C -1.29086 1.50362 0.05103 -0.5 0.1 -0.2
H -1.50943 1.53834 -1.02532 -0.3 0.2 0.2
H -1.03336 2.52398 0.39191 -0.1 -0.4 -0.1
H -2.18575 1.16271 0.59024 0.2 0.2 -0.2
Cl 0.80230 0.96433 8.55832 0.0 0.1 0.6
C 0.57263 0.54526 6.91422 -0.2 -0.2 -1.5
C -0.13973 -0.61917 6.57685 0.3 0.5 -0.2
C -0.30557 -0.95241 5.22762 0.2 0.3 0.3
C 0.27102 -0.16322 4.22965 -0.2 0.1 0.3
C 0.93350 1.02033 4.57314 0.0 -0.1 0.2
C 1.08285 1.39131 5.91053 -0.3 -0.5 0.1
C 0.12194 -0.54344 2.77905 -0.1 0.1 -0.3
O -0.80212 -1.31166 2.42793 1.3 0.8 0.0
O 1.00516 0.03561 2.00966 -0.9 -0.7 0.6
H -0.56508 -1.23232 7.36861 0.1 0.1 -0.2
H -0.89121 -1.81993 4.92916 0.2 0.1 0.1
H 1.31674 1.65152 3.76970 -0.1 -0.2 0.3
H 1.57664 2.32601 6.17173 -0.1 -0.3 0.0

=====

75
Properties=species:S:1:pos:R:3:forces:R:3 method="wB97M-V/def2-TZVPD" energy_ev=-116687.239 e_lumo_ev=-6.6409
Mg 3.37120 -0.06661 -2.50485 -1.5 0.7 0.5
C -1.47694 1.95816 -6.07529 1.5 4.2 0.8
F -1.72673 0.71969 -6.05119 -1.1 -2.2 -0.1
F -1.59819 2.49371 -7.30925 0.2 -0.8 0.7
F -2.30072 2.70752 -5.27793 0.4 -1.2 -0.4
S 0.33716 2.23221 -5.46046 1.7 0.9 -1.9
O 1.10975 1.71296 -6.61435 -1.0 0.2 1.6
O 0.52276 3.67381 -5.26124 -0.7 -1.7 0.1
O 0.56450 1.43597 -4.22564 -0.2 0.1 -0.2
C 2.58923 -0.47149 3.43534 -2.6 -1.2 -1.3
F 3.41257 -1.49342 3.42955 0.6 -0.8 0.0
F 1.91110 -0.50087 4.59344 0.2 0.5 -0.2
F 3.27347 0.61362 3.28072 0.8 1.6 0.5
S 1.37342 -0.56712 1.91653 -1.3 0.3 -0.5
O 0.47484 0.60157 2.02276 1.1 -1.7 0.6
O 2.33443 -0.33977 0.81686 0.7 -0.2 -0.6
O 0.75549 -1.89921 1.88726 0.8 1.6 0.5
C -3.77005 -2.76950 -1.41589 -0.3 2.6 -0.1
C -4.50834 -1.48002 -1.98163 0.0 -0.4 2.4
O -5.05775 -1.94524 -3.15501 -1.1 2.0 -0.1
C -4.38755 -2.98844 -3.56420 1.0 -3.0 -4.7
O -4.38033 -3.46751 -4.70784 -0.4 1.6 3.4
O -3.66776 -3.49229 -2.57839 1.4 -1.9 -0.8
F -3.65752 -0.40437 -2.21331 -0.5 -1.2 0.0
H -4.30193 -3.38182 -0.68769 -0.1 0.5 0.2
H -2.81799 -2.37813 -1.05742 0.2 -0.6 0.1
H -5.26338 -1.16089 -1.26317 -0.2 0.4 -0.5
C -0.94796 2.94368 6.28455 1.4 2.5 -1.5
C -1.86777 1.81391 6.05660 -0.2 1.0 -1.9
O -3.13085 2.40311 6.16234 -1.7 -0.4 0.0
C -3.07300 3.58089 6.80288 -1.7 3.6 0.8
O -3.98199 4.36604 7.13419 2.7 -3.5 -1.2
O -1.77725 3.91249 6.93984 0.5 0.1 0.3
F -1.61970 1.04363 7.05255 -0.2 -3.6 3.7
H -0.54129 3.37906 5.37177 -0.5 0.2 -0.4
H -0.02605 2.77051 6.83972 -0.6 -0.6 0.6
H -1.86753 1.17678 5.17220 0.2 0.6 -0.4
C -2.83358 5.31474 0.22299 -0.5 -0.7 -1.0
C -4.22674 5.07309 -0.36447 2.4 0.2 -1.1
O -4.38049 6.18475 -1.23869 0.1 0.1 -0.6
C -3.13553 6.66189 -1.58481 -0.2 2.8 -2.4
O -2.88273 7.53757 -2.42362 -1.3 -3.0 2.7
O -2.22428 6.05545 -0.85277 1.4 -0.6 1.4
F -5.08001 5.10600 0.60426 -2.6 0.3 2.0
H -2.33952 4.36742 0.43885 0.4 0.2 -0.4
H -2.93494 5.85775 1.16265 0.2 0.5 -0.3
H -4.34304 4.12275 -0.88545 0.0 0.1 -0.4
C -0.01608 -6.78112 1.30467 -1.7 2.7 -0.5
C -0.58433 -8.00490 0.70584 -0.1 -0.5 -1.2
O 0.46414 -8.90680 0.95651 0.2 -0.5 -0.7
C 1.16807 -8.42190 2.00342 2.2 -2.6 1.9
O 2.03950 -9.03782 2.57399 -1.3 1.0 -1.1
O 0.70438 -7.24170 2.39202 0.3 0.3 0.7
F -0.84126 -7.82117 -0.64240 0.5 -0.4 0.8
H -0.81516 -6.08299 1.55404 0.1 0.0 0.6
H 0.64050 -6.20742 0.65056 0.1 -0.4 -0.5
H -1.47605 -8.44630 1.15093 -0.2 0.4 0.0
C -0.14950 -5.02041 -5.48671 0.5 1.0 0.4
C 0.43125 -4.04610 -4.51059 0.5 1.1 0.9
N 0.93428 -3.26780 -3.79866 -0.9 -1.6 -1.5
H 0.70834 -5.51578 -5.94148 -0.2 -0.4 0.1
H -0.65755 -4.47498 -6.28200 0.0 0.1 0.1
H -0.87318 -5.68709 -5.01775 0.3 0.0 0.0
C 8.36744 -0.24893 1.44170 0.5 0.4 0.3
C 8.52762 1.09897 1.98039 -0.1 2.6 0.7
N 8.64364 2.19333 2.37160 -0.2 -2.3 -0.8
H 7.87061 -0.19475 0.47303 0.0 -0.2 0.2
H 7.82645 -0.85726 2.16651 0.0 -0.1 -0.2
H 9.38977 -0.60678 1.31968 -0.2 -0.4 -0.1
C 4.71858 5.49930 0.25928 -0.3 -0.8 -0.2
C 4.49184 4.36047 -0.66023 0.2 -0.9 -0.6
N 4.30750 3.45088 -1.35582 0.2 0.9 0.9
H 5.75809 5.58873 0.57477 0.0 -0.1 -0.4
H 4.16158 5.25715 1.16438 -0.2 0.3 0.0
H 4.35885 6.40922 -0.22108 0.0 0.0 0.2

=====

52
Properties=species:S:1:pos:R:3:forces:R:3 method="wB97M-V/def2-TZVPD" energy_ev=-59737.073 e_lumo_ev="-4.0834 / -4.9563" s2=0.77 relative_energy_kcal_mol=19.70 charge=+1 spin_multiplicity=2
Ir 0.23487 0.13974 1.02059 0.2 -1.6 -0.6
O 2.08876 3.98591 3.10738 0.0 0.0 0.0
C 1.53417 2.84629 2.70443 0.1 -0.1 0.0
O 0.51775 2.74856 2.07424 -0.2 0.7 0.3
C 2.30036 1.63285 3.10908 0.0 -0.2 0.0
C 3.49828 1.67519 3.78890 0.0 0.0 0.2
C 4.11424 0.47279 4.12605 0.1 0.1 0.0
C 3.50627 -0.71497 3.77875 -0.1 -0.1 0.0
C 2.30516 -0.66667 3.08644 -0.2 0.2 0.0
N 1.72076 0.47838 2.74650 0.1 0.7 -0.3
C 1.54070 -1.90050 2.68788 0.0 -0.1 0.0
O 1.88555 -2.98835 3.07043 0.0 0.0 0.0
O 0.50059 -1.63974 1.93843 0.2 -0.1 0.4
H 1.53020 4.72466 2.81924 0.0 0.0 0.0
H 3.93299 2.62802 4.05368 0.0 0.0 0.0
H 5.05352 0.47378 4.66245 0.0 0.0 0.0
H 3.92194 -1.68307 4.02064 0.0 0.0 0.0
S 2.11718 0.44228 -0.14122 0.3 0.0 0.1
C 1.74969 1.45958 -1.47376 0.3 0.1 -0.2
C 2.71266 1.70064 -2.47185 0.0 -0.1 0.1
C 2.40152 2.51989 -3.52452 -0.2 0.1 -0.1
C 1.13596 3.14698 -3.60566 0.2 0.0 0.0
C 0.19984 2.92678 -2.63774 -0.1 -0.1 0.2
C 0.49580 2.05725 -1.55651 -0.1 0.2 -0.4
S -0.66509 1.72190 -0.36917 0.0 0.6 0.7
H 3.68763 1.23480 -2.39630 0.0 0.0 0.0
H 3.13154 2.68238 -4.30614 0.0 0.1 0.0
H 0.91239 3.80439 -4.43458 0.0 0.0 0.0
H -0.77208 3.40273 -2.67396 0.0 0.0 0.0
C -4.82572 -1.51686 -0.32464 0.0 -0.1 0.0
C -4.24990 -0.19602 0.13592 0.0 0.0 0.0
N -2.82015 -0.37140 0.34438 0.1 -0.1 -0.1
C -2.02146 -1.16456 -0.41139 -0.1 0.1 -0.1
N -0.70580 -1.11944 -0.23874 -0.3 0.0 -0.3
C 0.11919 -2.14767 -0.89417 -0.1 -0.1 0.1
C -0.41387 -2.43726 -2.28187 0.0 0.1 0.0
C -1.84491 -2.89669 -2.14795 0.0 0.0 0.0
N -2.61157 -1.97843 -1.30709 0.0 0.0 0.1
C -4.05759 -1.97758 -1.54312 0.0 0.0 0.0
H -5.87991 -1.40975 -0.57422 0.0 0.0 0.0
H -4.73239 -2.25504 0.47407 0.0 0.0 0.0
H -4.69385 0.11622 1.07877 0.0 0.0 0.0
H -4.43915 0.58624 -0.60522 0.0 0.0 0.0
H -2.36004 0.22385 1.00889 -0.1 0.1 0.0
H 0.12265 -3.05417 -0.28406 0.0 0.0 0.0
H 1.14002 -1.79059 -0.94301 0.0 0.0 0.0
H 0.17553 -3.21938 -2.75853 0.0 0.0 0.0
H -0.35459 -1.53580 -2.89688 0.0 0.0 0.0
H -1.87502 -3.89558 -1.70343 -0.1 0.0 0.0
H -2.33976 -2.94884 -3.11787 0.0 0.0 0.0
H -4.34576 -2.99267 -1.81511 0.0 0.0 0.0
H -4.27911 -1.33106 -2.39842 0.0 0.0 0.0

=====

49
Properties=species:S:1:pos:R:3:forces:R:3 method="wB97M-V/def2-TZVPD" energy_ev=-57143.913 e_lumo_ev=-1.6044
C -1.89990 0.81954 1.06554 -1.3 -3.2 -0.4
C 0.14734 2.20409 0.50180 3.2 -0.4 -0.8
H -2.69551 0.58655 0.34112 -0.1 0.2 0.7
H -1.97739 1.86475 1.37158 0.5 -0.4 -0.2
H -2.04279 0.15521 1.93248 -0.4 0.3 0.0
H 1.02789 2.48458 -0.09544 0.1 0.8 0.3
H -0.69126 2.83111 0.18627 0.2 -0.7 0.0
H 0.39392 2.31838 1.56577 -0.2 0.1 -0.2
C -1.70140 -2.70623 -0.39763 1.1 0.0 -0.3
C -1.96603 -4.02000 -0.77158 0.2 0.0 0.0
C -0.95194 -4.77220 -1.37169 0.0 0.3 0.1
C 0.30180 -4.19595 -1.58257 0.2 0.5 0.1
H -2.45447 -2.06001 0.05610 0.3 -0.1 -0.1
H -2.95799 -4.42704 -0.58330 0.3 0.0 -0.1
H -1.13270 -5.80191 -1.67457 0.0 0.2 0.1
H 1.12235 -4.73483 -2.04919 -0.4 -0.1 0.1
N -0.47470 -2.16761 -0.58752 0.2 -1.0 -0.7
C 0.53471 -2.87475 -1.17938 -1.8 -0.3 0.5
C 1.82151 -2.17813 -1.36138 1.3 1.4 0.1
N 1.88417 -0.87985 -0.93946 0.5 -0.8 -0.8
C 3.00798 -0.14640 -1.08348 -0.5 -0.8 -0.1
C 4.12572 -2.02618 -2.07995 -0.2 0.2 0.1
C 4.15448 -0.69453 -1.65451 -0.2 -0.1 0.1
H 2.96870 0.88968 -0.73826 -0.1 -0.3 -0.1
H 5.04108 -0.07142 -1.74678 -0.2 -0.2 0.0
C 2.95522 -2.76966 -1.93623 -0.5 0.1 0.3
H 2.88058 -3.81010 -2.24527 0.3 0.3 0.0
H 5.01060 -2.48399 -2.51911 -0.2 0.1 0.1
Sn 0.02350 -0.09314 0.11664 -2.6 5.0 3.0
C 0.89100 -0.70459 2.02036 0.2 -0.4 -0.4
H 1.92120 -0.33837 2.08032 -0.1 -0.1 0.1
H 0.88240 -1.79659 2.08760 0.1 0.0 0.2
H 0.28981 -0.27579 2.83031 0.1 -0.1 -0.3
O -5.06499 1.74514 -0.36357 0.3 -0.1 -0.9
S -4.51473 1.91970 -1.69040 1.0 0.6 0.5
O -5.39008 1.83890 -2.82952 0.3 -0.3 0.3
N -3.13341 0.98854 -1.86252 0.6 -0.1 -0.8
C -2.02934 1.68811 -2.09072 -2.1 -1.6 0.7
S -0.51749 0.91276 -2.24398 0.6 -0.3 -1.1
C -2.22628 3.14230 -2.02743 -0.5 1.2 0.5
C -1.28531 4.17491 -1.96176 -0.1 -0.3 -0.3
C -1.69549 5.45426 -1.57628 -0.4 -0.2 -0.1
C -3.04104 5.71038 -1.26774 0.1 -0.4 -0.2
C -3.99356 4.68212 -1.35033 0.1 0.0 -0.2
C -3.56704 3.42089 -1.73697 0.2 0.9 0.2
H -0.24543 3.94437 -2.19880 -0.2 0.1 0.2
H -0.96477 6.25483 -1.50024 -0.1 -0.1 0.0
H -3.35148 6.70465 -0.95539 0.1 -0.2 0.0
H -5.04778 4.83312 -1.11160 0.4 0.1 0.0

=====

45
Properties=species:S:1:pos:R:3:forces:R:3 method="wB97M-V/def2-TZVPD" energy_ev=-36385.952 e_lumo_ev=0.6903 relative_energy_kcal_mol=4.60
C -2.82039 5.73888 -1.62526 0.7 -1.9 -0.6
C -3.13588 5.09158 -2.86370 1.4 0.5 1.9
C -2.55333 3.86980 -3.18889 -0.2 -0.1 1.0
C -1.73227 3.16516 -2.27591 -0.1 0.7 -0.8
N -1.08076 1.99311 -2.69220 0.4 -0.7 0.1
C -0.74822 1.70901 -4.10049 0.6 0.4 1.0
C 0.46697 0.76871 -3.98873 0.0 0.0 -1.3
C 0.36869 0.11759 -2.62252 0.7 0.0 -0.1
C -0.64128 0.95051 -1.89424 -0.5 -0.7 4.2
N -1.00817 0.76554 -0.63498 -0.5 1.7 -3.2
C -0.54025 -0.28979 0.21237 0.2 0.4 -0.6
C 0.49562 0.30914 1.15312 0.0 -0.3 0.2
S 1.20754 -0.99761 2.19582 0.3 0.2 0.3
C -0.14280 -1.51608 3.20460 1.2 -0.7 -0.1
C -1.33424 -0.94451 3.43083 -0.3 -0.6 0.5
N -2.06600 -1.77739 4.29151 -0.3 -0.1 -0.1
C -1.33724 -2.93912 4.57604 0.0 1.0 0.0
C -1.60613 -4.06200 5.37556 -0.2 -0.2 -0.2
C -0.65175 -5.05985 5.50017 0.6 0.6 -0.9
C 0.60369 -4.89438 4.86039 -0.4 0.9 0.5
C 0.90869 -3.71033 4.20597 -0.4 -0.9 -0.7
C -0.09214 -2.77184 3.94856 0.1 0.4 0.2
C -1.44191 3.77043 -1.05996 -0.3 0.5 0.0
C -1.96709 5.01897 -0.74635 -0.5 0.8 -0.1
H -3.16669 6.73623 -1.38205 -0.1 -0.2 0.0
H -3.74187 5.58308 -3.58382 -0.5 0.3 -0.5
H -2.80580 3.45222 -4.14045 0.1 -0.3 -0.4
H -1.59962 1.23137 -4.55349 -0.3 0.0 -0.6
H -0.44198 2.64053 -4.58564 -0.5 -0.2 -0.2
H 1.36364 1.39146 -4.12449 -0.1 -0.4 0.3
H 0.44787 0.03131 -4.81538 0.1 0.4 0.4
H 0.07808 -0.92658 -2.68907 -0.2 -0.1 0.0
H 1.33790 0.12637 -2.08579 -0.5 0.1 -0.2
H -1.37451 -0.67305 0.80300 0.0 0.0 -0.1
H -0.13045 -1.13543 -0.33500 0.3 -0.2 0.0
H 0.04962 1.11616 1.74662 0.1 -0.2 0.0
H 1.31774 0.76182 0.57485 -0.1 -0.3 0.3
H -1.65035 0.00162 3.02400 -0.5 -0.1 0.3
H -3.03518 -1.62687 4.51284 0.1 -0.1 0.0
H -2.56458 -4.22279 5.84015 -0.2 0.2 0.1
H -0.87117 -5.96365 6.04873 0.0 0.0 0.1
H 1.39228 -5.62144 4.90668 0.0 -0.4 0.3
H 1.88681 -3.64081 3.77004 0.3 0.3 -0.2
H -0.75836 3.33358 -0.35713 0.0 -0.4 0.0
H -1.64590 5.43130 0.22463 -0.4 0.0 -0.6

=====

48
Properties=species:S:1:pos:R:3:forces:R:3 method="wB97M-V/def2-TZVPD" smiles="CCCCNC(=S)NNC(=O)c1cc(-c2ccncc2)nc2ccccc12" energy_ev=-41414.710 e_lumo_ev=-0.4998 relative_energy_kcal_mol=1.11
C -4.33834 -1.34606 2.06625 -0.2 0.0 0.0
C -5.47470 -0.43026 1.62282 0.3 0.1 0.0
C -5.04491 0.62013 0.59375 -0.3 -0.2 -0.1
C -5.07180 0.11508 -0.85664 0.0 0.4 0.3
N -4.19449 -1.00354 -1.11600 0.0 0.1 0.0
C -2.85921 -0.95573 -1.24868 0.0 -0.3 -0.2
S -1.97294 -2.34450 -1.46362 0.3 -0.6 0.0
N -2.26018 0.26466 -1.30034 -0.1 0.5 0.4
N -0.86786 0.31214 -1.25735 -0.1 -0.3 -0.2
C -0.27739 1.16410 -0.38123 -0.5 -0.2 -0.3
O -0.93746 1.99790 0.21671 0.0 0.1 0.2
C 1.19929 0.99736 -0.28924 0.5 -0.3 0.2
C 1.73936 -0.26451 -0.21390 -0.1 0.4 0.0
C 3.14003 -0.42045 -0.10223 0.0 0.6 0.0
C 3.76012 -1.75195 -0.02781 0.3 -0.6 0.0
C 3.07733 -2.88290 0.41645 0.2 0.2 -0.1
C 3.75165 -4.09315 0.44904 -0.3 0.0 0.1
N 5.01247 -4.24070 0.08260 0.2 -0.5 0.0
C 5.66516 -3.16654 -0.33086 0.1 0.3 -0.1
C 5.09454 -1.90856 -0.40472 -0.2 0.0 0.1
N 3.95601 0.60674 -0.08063 0.2 -0.6 0.1
C 3.46098 1.85230 -0.13842 -0.6 0.4 -0.1
C 4.37094 2.93073 -0.09954 0.0 0.2 0.0
C 3.91611 4.21756 -0.15299 0.2 -0.2 0.0
C 2.54046 4.48254 -0.24768 -0.3 -0.1 0.0
C 1.63186 3.46083 -0.29157 -0.1 0.3 0.0
C 2.06465 2.12224 -0.23450 0.3 -0.2 0.0
H -4.68941 -2.03036 2.83508 0.0 -0.1 0.1
H -3.52216 -0.75907 2.48257 0.1 0.0 0.0
H -3.94694 -1.93769 1.24379 0.1 -0.1 0.0
H -5.85632 0.08846 2.50468 -0.1 0.0 0.0
H -6.29457 -1.02640 1.21562 -0.1 0.0 0.0
H -4.04910 0.98314 0.85569 0.1 0.1 0.0
H -5.72585 1.47219 0.64124 0.1 0.1 0.0
H -4.80849 0.93391 -1.53466 -0.1 -0.1 0.0
H -6.08527 -0.20911 -1.10190 0.1 0.1 -0.1
H -4.58621 -1.93239 -1.10691 0.2 0.1 -0.1
H -2.64747 1.06152 -0.79983 0.1 -0.1 -0.1
H -0.44609 -0.54866 -1.60063 -0.1 0.2 0.0
H 1.10855 -1.14006 -0.23217 -0.1 -0.1 0.0
H 2.05254 -2.83259 0.74958 -0.1 0.0 0.0
H 3.25527 -4.99369 0.78676 -0.1 0.0 0.0
H 6.69630 -3.32964 -0.61647 0.1 0.1 -0.1
H 5.65270 -1.05190 -0.74564 0.1 0.0 0.0
H 5.42190 2.69942 -0.02603 0.1 0.0 0.0
H 4.61253 5.04258 -0.12189 0.1 0.0 0.0
H 2.20116 5.50704 -0.28600 -0.1 0.1 0.0
H 0.57526 3.66785 -0.35257 0.0 0.0 0.0